1.
8
Properties=species:S:1:pos:R:3 method="wB97M-V/def2-TZVPD" gap_ev=10.92 mol_weight_g_mol=72.1 homo_energy_ha=-0.379 e_above_lowest_kj_mol=146.8
C 2.923 0.779 0.196
C 1.803 0.351 0.058
O 0.406 -0.159 -0.315
Si -1.007 0.574 0.112
H 3.906 1.133 0.480
H -1.683 -0.051 1.248
H -1.754 0.297 -1.055
H -0.523 2.073 0.504

---

2.
8
Properties=species:S:1:pos:R:3 method="wB97M-V/def2-TZVPD" gap_ev=5.13 mol_weight_g_mol=217.1 homo_energy_ha=-0.578 charge=+2
O 0.227 -0.099 -0.404
Yb -1.272 -0.912 1.242
C 1.105 0.679 -0.680
C 2.249 0.789 -1.446
H 2.257 0.216 -2.375
H 3.136 1.008 -0.841
H 0.721 2.148 -1.302
H 1.608 2.229 -1.889

---

3.
8
Properties=species:S:1:pos:R:3 method="wB97M-V/def2-TZVPD" gap_ev=9.29 mol_weight_g_mol=90.0 homo_energy_ha=-0.335 e_above_lowest_kj_mol=190.5
C -2.173 0.937 -0.306
C -1.175 0.239 -0.400
P 1.875 -0.049 -0.515
P -0.173 -1.161 -0.567
H -2.712 1.758 0.062
H 1.362 0.487 0.715
H -0.037 -1.551 0.845
H 3.035 -0.661 0.165

---

4.
8
Properties=species:S:1:pos:R:3 method="wB97M-V/def2-TZVPD" gap_ev="7.22 / 6.68" mol_weight_g_mol=90.0 homo_energy_ha="-0.305 / -0.293" e_above_lowest_kj_mol=282.8
C -1.047 0.839 0.521
C 0.651 -0.878 -0.409
P 0.490 0.943 -0.210
P 2.140 -0.208 0.403
H -1.477 1.871 0.582
H -1.875 0.339 0.019
H 0.168 -1.566 0.372
H 0.950 -1.339 -1.279

---

5.
8
Properties=species:S:1:pos:R:3 method="wB97M-V/def2-TZVPD" spin_multiplicity=3 gap_ev="6.74 / 5.97" s_squared=2.03 mol_weight_g_mol=90.0 homo_energy_ha="-0.242 / -0.337" e_above_lowest_kj_mol=230.8
C 1.089 -0.244 0.128
C -2.014 -0.018 -0.049
P 2.802 -0.084 0.061
P -0.545 0.796 0.157
H 0.733 -1.360 0.104
H -3.035 0.561 -0.104
H -2.068 -1.031 -0.403
H 3.037 1.380 0.105

---

6.
10
Properties=species:S:1:pos:R:3 method="wB97M-V/def2-TZVPD" gap_ev=7.53 mol_weight_g_mol=152.0 homo_energy_ha=-0.301 e_above_lowest_kj_mol=238.1
C -1.092 0.043 -1.002
C 1.837 -0.481 0.250
P 0.622 -1.565 0.991
P 3.502 -0.565 -0.229
P -0.681 -1.627 -0.801
P 1.981 1.175 -0.355
H -1.616 0.176 -1.917
H -0.833 0.699 -0.233
H 1.471 -2.596 0.634
H 1.900 2.107 1.029